75
Properties=species:S:1:pos:R:3 method="wB97M-V/def2-TZVPD" total_energy_ev=-77001.6053 spin_multiplicity=5 mol_weight_g_mol=538.69 gap_ev="6.315 / 5.837" s2=6.106 charge=0
H -0.956 -2.657 0.475
C 4.171 -1.619 -1.257
H 2.708 -4.422 2.578
H 0.253 -3.946 1.711
C 1.472 -5.371 -2.340
H 3.460 -1.966 -2.029
Si -3.111 2.831 1.054
H 0.689 2.088 -2.288
H -1.160 -0.520 2.683
H -1.497 4.479 0.112
N -1.940 1.755 1.732
C 0.962 1.785 -0.053
H -0.067 -5.816 -3.794
H 3.955 -0.425 2.021
C 1.126 1.528 -1.469
C 3.440 -1.040 -0.025
C -0.878 -1.826 -0.222
H -1.888 1.069 -1.616
H -1.348 -5.454 0.314
H 4.799 -2.481 -0.964
C 1.903 0.937 0.644
H 4.946 0.295 0.728
C -4.441 1.776 0.247
C 0.746 -5.043 -0.042
C 0.275 2.599 4.527
H 0.442 -0.817 4.546
H -2.185 -0.277 0.743
C -1.370 0.154 -1.332
C 2.108 0.501 -1.642
H -4.204 3.549 3.178
H -1.873 -5.876 -2.081
H 2.289 -5.404 -3.059
C -1.127 1.643 2.756
H 2.268 -2.870 -0.395
H 1.268 1.166 5.819
N 2.295 -4.038 1.731
H 0.296 2.492 0.431
C 1.768 -5.099 -0.995
C 0.619 1.310 4.955
H -0.249 -0.438 -3.229
C 2.613 0.174 -0.357
C -0.558 -5.380 -0.438
H -5.255 2.432 -0.097
H 2.527 0.065 -2.561
H 4.828 -0.861 -1.718
H -0.858 3.779 3.101
H -3.008 4.395 -0.833
C 0.138 0.189 4.267
C -2.252 3.798 -0.301
C 0.159 -5.620 -2.743
H -4.691 4.540 1.790
C 1.002 -4.690 1.408
C -3.840 4.036 2.268
H 2.148 0.916 1.703
H 1.250 -1.540 0.397
C -0.733 0.337 3.209
H 5.256 -1.353 1.233
H -3.119 4.809 2.563
H 0.677 3.472 5.044
O 1.758 -1.816 2.581
C -0.185 -1.849 -1.488
C -0.576 2.781 3.449
C 4.446 -0.631 1.061
H -4.862 1.036 0.941
H -1.759 3.129 -1.017
C -0.853 -5.637 -1.779
C 2.307 -2.068 0.354
H 0.387 -2.704 -1.866
C 2.203 -2.633 1.725
C -1.583 -0.583 -0.105
H 2.801 -4.954 -0.669
Mn 0.464 -0.206 -0.321
H -4.048 1.235 -0.624
H 0.834 -5.555 2.064
C -0.520 -0.642 -2.182

***

77
Properties=species:S:1:pos:R:3 method="wB97M-V/def2-TZVPD" total_energy_ev=-53641.9327 spin_multiplicity=6 mol_weight_g_mol=614.83 gap_ev="1.447 / 5.620" s2=8.798 charge=-1
C -3.505 -4.125 2.529
H 0.591 2.773 2.021
C 0.103 -0.965 6.840
H 4.264 -1.977 0.422
C -2.042 -2.140 -2.079
N -1.908 -0.374 5.823
C 2.386 -1.016 2.378
C -0.632 -2.311 0.040
C -1.288 -3.251 2.227
H 3.169 -2.249 -0.945
N -0.890 -0.383 -2.840
H -1.746 1.748 -0.844
H 2.251 1.047 -2.977
Ru 0.931 -0.185 -0.344
C 1.717 1.177 1.164
H 0.022 5.482 -4.649
H -2.085 -3.844 4.139
N -2.772 -3.479 0.331
C -1.081 -0.750 4.817
H -0.256 -3.094 2.542
H 0.445 -2.493 0.199
H 0.883 -1.459 4.862
H 0.551 4.685 -6.147
C -1.294 -0.421 7.137
H 0.056 -1.025 -5.397
H -2.855 2.838 -1.689
H -1.167 5.029 -5.874
H -3.025 1.085 -1.898
C -0.262 -0.772 -1.688
C 3.038 -0.305 -0.062
C 0.107 0.993 -4.617
H 4.606 -1.242 -1.172
H 1.366 -1.394 2.536
H 0.845 3.557 0.145
N 0.087 -1.135 5.399
C 3.819 -1.509 -0.460
H -2.629 -1.060 -3.917
S -1.465 -0.703 3.173
C 2.712 0.814 -0.911
H 3.055 -1.864 2.207
C -2.295 1.900 -1.789
H 0.881 2.330 -6.121
C 0.915 1.759 2.270
C 2.404 -0.089 1.215
C -3.701 -3.978 1.143
H -4.646 -4.285 0.685
H 1.270 0.042 -6.123
H -2.733 -2.921 -1.838
C 1.354 3.019 -0.659
H 0.023 1.142 2.456
C 1.902 1.731 -0.150
N -0.970 -1.864 -1.216
H -4.307 -4.533 3.143
H -1.255 0.579 7.582
H -1.854 -1.084 7.804
C 0.775 -0.224 -5.180
H -2.830 0.000 5.637
C -0.391 3.374 -4.731
H 3.779 0.204 -2.657
H 1.488 1.777 3.203
C 0.253 2.241 -5.231
C 3.134 1.024 -2.324
H 1.546 -0.628 -4.506
H 0.884 -0.258 7.140
C -1.211 3.248 -3.609
C -0.693 0.903 -3.472
C -1.992 -1.221 -3.067
C -2.273 -3.763 3.067
H 0.621 2.832 -1.455
H 0.279 -1.922 7.341
H 2.143 3.653 -1.082
C -1.380 2.015 -2.969
H 3.658 1.979 -2.451
C -1.592 -3.024 0.838
H 2.688 -0.499 3.297
H -1.739 4.123 -3.223
C -0.235 4.713 -5.387

***

83
Properties=species:S:1:pos:R:3 method="wB97M-V/def2-TZVPD" total_energy_ev=-205333.5619 spin_multiplicity=3 mol_weight_g_mol=966.21 gap_ev="6.068 / 7.070" s2=2.010 charge=+1
H -1.280 3.027 3.926
H -2.250 2.215 -4.056
H -4.797 -1.118 2.716
C 0.166 -2.220 -2.090
H -2.241 0.778 -0.848
H 1.286 4.540 -2.969
As 2.750 0.228 1.015
C -1.905 -4.734 3.163
C -3.830 -1.577 2.572
H 2.770 3.597 -2.857
C 2.701 1.075 2.772
H 1.114 2.679 -4.568
C -2.145 1.267 -1.816
C -1.424 -3.261 -3.527
O 0.844 -2.188 1.384
C -0.635 -5.166 2.898
I -3.247 -6.036 4.086
H 3.959 -1.915 0.469
O -2.968 -3.751 -5.246
C 1.693 3.570 -2.691
C -0.684 1.507 -2.084
C 3.988 -1.243 1.324
H -0.666 3.661 0.574
C 1.056 2.448 -3.505
H -0.345 -6.174 3.165
N 0.166 1.015 -1.234
H 4.767 1.759 0.636
H 3.307 2.435 -0.102
C -1.474 2.117 3.361
C 3.874 1.519 0.061
H 1.610 1.513 -3.373
H -2.708 2.199 -1.797
C 0.025 -3.031 1.938
H 4.743 0.585 3.239
H -2.498 4.644 -4.281
H 0.694 -3.120 -3.952
H -2.405 2.252 2.811
H 5.008 -0.895 1.480
H -2.773 -1.988 -0.705
H 1.180 -1.909 -1.859
C -3.568 -2.851 2.999
H -1.231 -5.266 -6.198
H 1.515 3.432 -1.624
N -0.935 -4.742 -5.391
H -0.831 4.922 -3.790
H 3.635 -1.792 2.195
C 3.817 1.656 4.834
H 2.635 2.727 6.268
C -2.406 -2.926 -2.603
H -2.004 4.325 -2.617
C 0.177 3.457 1.234
As -0.051 1.714 2.087
C -1.325 -2.596 2.175
C 2.660 2.267 5.289
C 1.527 2.287 4.490
H 0.635 2.767 4.869
H 1.128 1.243 -1.461
C -2.288 -3.416 2.796
I 2.237 -5.049 1.920
C -2.039 -2.252 -1.457
N -0.348 2.204 -3.191
N -1.606 -1.344 1.713
H -0.966 2.802 -5.070
H 1.088 3.430 0.638
Ti -0.006 -0.555 0.481
C -1.863 -3.952 -4.792
N -0.778 -1.883 -1.208
H -0.140 -5.083 -4.880
H 4.703 1.634 5.454
H -3.438 -3.185 -2.793
H 4.174 1.111 -0.905
H -1.590 1.279 4.047
C -0.108 -2.904 -3.261
C -2.817 -0.860 1.913
C 3.834 1.066 3.580
H -2.584 0.624 -2.580
H -4.332 -3.437 3.492
H -3.012 0.139 1.533
C -1.353 2.831 -4.051
H 0.264 4.250 1.976
C -1.688 4.263 -3.659
C 1.533 1.695 3.230
C 0.324 -4.336 2.288

***

91
Properties=species:S:1:pos:R:3 method="wB97M-V/def2-TZVPD" total_energy_ev=-160661.1188 spin_multiplicity=3 mol_weight_g_mol=941.79 gap_ev="3.203 / 3.206" s2=2.002 charge=0
H 4.783 -3.665 -4.984
H 1.853 -2.004 -0.886
H 2.053 -0.990 6.508
H -0.841 2.049 -4.357
H 4.878 -2.996 2.791
C 5.425 -2.763 -4.968
C 3.605 -1.583 -7.033
H 2.573 0.269 4.144
C 1.283 -4.935 1.103
H -4.320 0.002 2.471
As 2.762 -0.806 -3.761
C -5.361 3.590 0.084
H 2.376 1.966 -1.051
H -4.291 -0.755 -0.104
F -5.217 3.283 2.518
H 0.560 2.782 -3.439
C -3.489 -0.740 0.605
H -0.665 0.501 -6.377
O 0.138 2.554 1.811
H -4.930 3.620 -1.952
H 6.188 -2.940 -5.723
H 1.560 -5.628 0.279
N -1.337 -1.125 1.429
C -2.090 -1.094 0.345
H 5.295 1.279 -5.678
O 2.612 1.428 -0.277
C -3.827 0.510 6.921
C 2.293 2.026 -5.979
H 2.559 2.893 -5.344
H 1.056 -5.606 1.972
S 3.885 -0.405 1.621
Si 1.286 0.814 -4.909
H -6.079 -1.798 5.908
H -0.664 -1.602 6.337
N 0.547 -0.146 3.647
H 6.110 0.034 -6.616
N 4.097 -3.054 2.182
H 3.486 1.004 -0.466
C -2.782 0.240 6.065
C -0.393 2.714 0.720
C -5.144 -1.197 5.947
O -0.281 1.770 -0.186
N 2.352 -2.577 0.953
C 1.393 -0.863 5.689
H -0.385 -1.072 -5.557
C 1.651 -0.217 4.490
C -4.155 -1.411 4.962
C -6.058 0.023 7.759
H 0.313 -4.466 0.910
H -1.843 0.803 6.142
N -6.949 0.274 8.480
H -0.132 1.240 -2.925
N -2.517 3.785 0.218
H -1.692 -1.076 -0.678
C -3.236 3.553 1.384
C 0.001 -1.152 5.628
C 3.441 -2.012 1.520
H 6.511 0.290 -4.833
C -3.105 3.931 -1.050
C -5.026 -0.178 6.858
C 0.171 -0.184 -6.044
C 5.713 0.238 -5.632
O -6.548 3.552 -0.083
H 1.469 2.444 -6.652
C -2.229 -0.794 2.536
Pr 0.938 0.292 1.261
N 3.423 -4.211 2.008
Si 4.399 -1.195 -5.364
H -0.769 4.370 -0.683
H 0.510 -2.495 0.027
H 3.197 1.604 -6.367
C -1.846 -0.772 3.912
H 4.348 -2.057 -7.685
C 2.346 -3.934 1.320
C -0.509 -0.653 4.378
H -1.064 4.793 1.102
C -1.095 4.027 0.307
C 0.149 1.877 -3.781
H 0.734 -0.625 -6.902
C -2.944 -0.681 4.961
N 1.422 -1.972 0.062
H 2.769 -2.281 -6.875
H -3.814 1.308 7.627
H -2.605 3.464 2.286
H 5.857 -2.642 -3.931
N -4.491 3.638 -1.010
O -2.518 4.184 -2.085
C -4.623 3.588 1.345
C -3.529 -0.454 1.955
H 3.281 -0.635 -7.481
H -4.258 -2.169 4.214

***

86
Properties=species:S:1:pos:R:3 method="wB97M-V/def2-TZVPD" total_energy_ev=-282387.3919 mol_weight_g_mol=871.42 gap_ev=6.286 smiles="C[C@@H](Br)[C@H](Br)c1c(Br)c2c(c([PH2]=S)c1CCCCCN)C(=O)C(CC=O)=C(CCC(N)=O)C2=O.O=C1CCCO1.O=C1CCCO1" charge=0
H -1.792 2.676 2.830
H 3.226 -1.676 -5.518
C 0.954 -0.582 0.026
C 1.454 8.818 5.261
H -3.311 -7.258 3.788
C 0.733 4.668 1.088
H -0.658 -3.638 -3.727
C 1.206 6.671 4.329
O -1.514 -6.277 3.595
O -2.146 4.225 -5.393
C -0.299 3.371 -1.007
H 0.382 -0.654 -6.840
H 1.113 -4.387 -0.354
C 1.077 -3.540 3.113
H -0.901 5.473 -0.221
H 2.068 6.101 4.686
C -0.761 -6.424 4.725
C 0.425 -3.817 1.656
H 1.862 4.313 1.046
C 1.505 -3.333 -3.695
H 0.715 5.714 1.652
C -1.209 -1.210 -2.261
H 0.445 6.005 3.916
H -0.035 -8.232 5.633
Br -1.411 -2.914 1.504
Br 3.304 -3.503 0.766
H -1.668 -7.696 6.164
H 0.896 9.705 5.573
C 0.108 4.864 -0.449
C 0.232 0.673 -0.689
C 1.281 -3.064 -5.287
H 1.484 -4.095 -5.879
H -3.699 3.233 -4.343
C 0.685 2.182 -0.502
H -2.371 -7.678 2.335
O 1.972 2.419 -0.692
C 0.089 -3.715 -2.806
H 0.778 5.498 -1.173
C 2.189 -1.886 -6.011
H -2.521 -1.772 -4.725
O 1.952 7.413 2.150
C 0.787 -2.113 -0.446
H 1.610 -4.493 3.609
H 1.411 1.362 -6.935
H -0.803 -8.970 3.546
O -3.326 1.447 -2.242
H -2.988 4.968 -2.121
H 2.138 -2.485 -3.252
C -1.956 1.524 -2.207
Br 2.205 -0.123 1.557
P -2.733 -1.743 -3.339
H 0.692 7.125 6.408
C 1.225 -0.506 -6.025
N -1.480 3.123 1.927
H -0.416 7.774 5.188
C -2.304 -7.449 3.403
H 0.643 -0.467 -4.982
C -0.045 3.657 2.089
O 0.639 3.114 3.145
H 0.164 -2.760 -5.558
O -0.047 -5.553 5.193
C -2.214 4.377 -2.726
C -1.003 0.288 -1.746
C -1.596 -8.536 4.167
H 1.833 -2.651 3.181
H 2.392 8.772 5.825
C -1.457 3.106 -1.969
H -1.288 5.070 -2.958
C 1.427 -3.470 0.323
C 1.666 7.668 3.309
C 0.638 7.560 5.406
H 0.126 -4.966 1.676
H 2.351 -2.097 -7.170
C -2.709 3.893 -4.241
C -0.979 -7.782 5.319
C -0.104 -2.389 -1.833
H 0.231 -3.277 3.913
O 1.762 8.908 3.871
H -3.961 -0.986 -2.959
H 2.100 1.256 -5.404
S -3.289 -3.529 -2.628
H 2.247 -4.285 -3.678
H -1.401 2.294 1.263
H -2.260 -9.346 4.480
N 2.012 0.753 -6.325
H 0.225 -4.733 -2.315

***

77
Properties=species:S:1:pos:R:3 method="wB97M-V/def2-TZVPD" total_energy_ev=-93174.2553 mol_weight_g_mol=554.41 gap_ev="4.758 / 4.917" charge=-1
H -2.590 1.012 -1.632
H 3.380 0.658 3.280
H 1.316 1.860 -6.014
C 0.529 1.589 -5.326
C -0.432 -1.110 5.092
H 1.473 3.772 -1.707
H -2.548 2.600 -4.232
C -0.638 2.338 -5.220
N 0.145 -2.345 -1.189
H -1.542 2.760 1.720
C 3.349 0.934 -0.775
C 1.221 2.294 -0.174
H -0.421 -1.912 5.840
H -0.142 -0.173 5.596
H 2.567 -0.721 2.507
N -1.805 -1.009 4.581
C 3.094 0.227 2.311
H -1.513 -3.643 0.135
C -1.118 -3.787 1.144
H -3.112 -0.415 3.074
C 0.731 -2.926 -2.263
C 0.019 -2.946 1.598
H 2.998 0.964 -1.814
H -3.605 0.772 -3.043
H -0.582 4.251 1.657
C -2.645 0.470 -2.595
H -0.153 3.055 -1.634
N 0.638 -3.403 2.756
H -2.778 -5.107 1.843
H -2.535 -1.231 6.503
C 0.694 0.426 -4.535
H 4.279 1.529 -0.727
H -3.347 0.049 5.535
C 0.417 -1.532 1.157
C -1.544 0.827 -3.553
C 0.761 1.956 3.510
H -2.691 -0.606 -2.384
H -1.207 3.544 0.157
C -1.236 -4.761 3.344
C -0.399 -1.199 -1.637
N -0.325 -1.164 -3.065
H 1.197 2.125 -2.310
C 1.126 1.866 2.078
H 0.473 -4.180 4.669
H -0.313 2.138 3.640
H 2.714 0.242 -5.152
H 1.047 1.055 4.064
H 1.295 2.805 3.970
C -0.830 3.507 -6.122
H 0.141 3.880 -6.450
Ga -0.803 -0.492 0.133
C 2.240 1.166 1.550
H 4.005 -0.005 1.751
C 2.010 -0.290 -4.501
C 0.917 2.836 -1.523
H 2.489 -0.323 -3.504
H -1.375 4.295 -5.601
C 0.421 -2.333 -3.448
H 0.617 -2.619 -4.467
C -0.422 0.014 -3.775
H -1.680 -5.338 4.145
C -1.652 2.005 -4.320
H 1.576 -1.779 0.926
H 0.280 -1.348 4.291
C -1.796 -4.604 2.051
C -2.053 -0.617 3.325
C -0.006 -4.118 3.650
H 3.610 -0.104 -0.526
C -0.782 3.302 1.137
C 0.477 2.529 1.012
H -1.405 3.230 -7.012
O -1.132 -0.438 2.502
H 1.942 -1.311 -4.895
C -2.907 -0.963 5.515
C 2.318 1.451 0.156
H 1.246 -3.816 -1.973
H -3.692 -1.667 5.197

***

Q: Among the records above, which one has the highest charge?
A: C31H40As2I2N5O2Ti